No. 1
A structure of composition C15H27AlBrCa2Cl2N2O9 at a distorted geometry. Source: the OMol25 dataset; level of theory: the ωB97M-V functional and the def2-TZVPD basis.

Properties
* highest occupied orbital energy: -0.3307 Eh
* charge: +1
* orbital gap: 0.0794 Ha
* electronic energy: -175939.8041 eV

Structure (XYZ):
```
59
C15H27AlBrCa2Cl2N2O9, DFT the ωB97M-V functional and the def2-TZVPD basis
N 4.16651 -4.16917 -1.68125
C 4.20205 -3.79174 -3.07158
C 2.99509 -2.92291 -3.51346
N 2.81764 -1.88571 -2.56039
C 1.76417 -0.97611 -2.86652
C 0.57069 -1.40980 -2.01118
O 0.20641 -0.81410 -1.04228
C -0.05403 -2.71693 -2.52551
C 0.22851 -3.91623 -1.93032
C -0.32469 -5.08629 -2.45852
C -1.11132 -5.00452 -3.57279
C -1.41765 -3.75595 -4.19038
C -0.88215 -2.60754 -3.65626
H 4.24414 -3.37286 -1.06860
H 3.37538 -4.75000 -1.45294
H 5.08429 -3.19076 -3.27782
H 4.22076 -4.70063 -3.67432
H 2.12420 -3.58973 -3.62375
H 3.17913 -2.49148 -4.52126
H 1.44342 -1.10294 -3.91924
H 2.03594 0.06071 -2.66662
H 0.88663 -3.92939 -1.07335
H -0.11351 -6.02528 -1.97130
H -1.51599 -5.93111 -3.99181
H -2.05403 -3.61409 -5.08554
H -1.05609 -1.63632 -4.09724
Ca -0.97643 -4.81936 -6.26085
O -1.18524 -1.03823 1.93678
H -0.75893 -0.23163 2.23626
H -0.81521 -1.19179 1.05917
O 1.29911 2.57996 -2.70537
H 1.11557 2.01908 -1.90950
C -3.30196 -0.64376 -0.52188
O -2.74360 -1.63277 -0.98610
O -4.45404 -0.59313 -0.03757
O -2.76075 0.49015 -0.47009
O 0.64365 1.62185 2.50228
H 1.35496 1.48893 3.15601
H 1.02438 1.74488 1.55842
H 0.02533 2.39450 2.76042
Al 0.27833 2.42050 -4.11588
O -1.49900 4.22703 3.01381
C -0.80588 5.21862 2.43192
C -0.04189 6.09437 3.57378
O 0.71022 7.01846 2.98996
H -1.34904 5.94829 1.81788
H -0.02232 4.88802 1.70378
H 0.51368 5.34029 4.21710
H -0.82365 6.41396 4.27167
Ca 1.39566 4.66038 2.74559
Br 2.43229 2.99898 -0.59704
Cl -3.23527 2.54878 8.37412
C -3.69886 3.13000 6.75170
C -2.51289 3.27916 5.83682
Cl -1.43824 4.60817 6.33554
H -4.22794 4.07170 6.87121
H -4.38888 2.39689 6.33773
H -2.84394 3.51363 4.82576
H -1.92474 2.36495 5.80080
```

No. 2
A structure of composition C11H23N3O6Ru at a distorted geometry. Source: the OMol25 dataset; level of theory: the ωB97M-V functional and the def2-TZVPD basis.

Properties
* multiplicity: 6
* highest occupied orbital energy (spin up / spin down): -0.3358 / -0.4125 Eh
* charge: +1
* orbital gap (spin up / spin down): 0.2296 / 0.2554 Ha
* energy relative to the best compared isomer or geometry (same formula, charge and spin): 0.00 kJ/mol
* ⟨S²⟩: 8.776
* electronic energy: -31103.0710 eV

Structure (XYZ):
```
44
C11H23N3O6Ru, DFT the ωB97M-V functional and the def2-TZVPD basis
O 0.17203 3.33187 0.59844
H 0.48536 4.23872 0.44706
Ru 0.39881 -0.05172 -0.05303
N -0.52593 -0.44391 -1.75617
N 1.62812 -1.34511 -0.94027
O -1.73680 0.09191 -2.12755
O 2.69118 -2.07717 -0.37738
C 0.06585 -1.28400 -2.63654
C 1.30335 -1.79671 -2.16656
C -0.61081 -1.65214 -3.90521
C 2.15036 -2.81261 -2.83762
H -1.39269 -0.92448 -4.14021
H -1.06242 -2.65063 -3.80887
H 0.12404 -1.68376 -4.71883
H 2.79739 -3.34179 -2.13483
H 2.77806 -2.33978 -3.60432
H 1.51535 -3.53754 -3.35889
H -1.60923 1.05669 -1.76478
H 2.88639 -1.67705 0.49767
O -0.54948 -2.29173 0.85015
H -1.51074 -2.43877 0.85371
H -0.15840 -3.15615 0.60894
C 1.52625 1.64926 -0.28284
H 1.05141 2.64683 0.42809
H 1.43038 1.97590 -1.33020
H 2.59161 1.56167 -0.00318
O -1.08286 2.32625 -1.25072
H -0.58036 2.82957 -0.40720
H -1.47875 3.02214 -1.80115
O 1.56265 -0.34493 1.76561
C 0.79423 -0.35831 3.01374
C -0.48956 0.39050 2.83501
C -1.20890 0.88349 3.92826
C -2.40039 1.55061 3.68790
C -2.84365 1.68461 2.37055
C -2.08028 1.17416 1.33036
N -0.89256 0.59650 1.56622
H 2.12846 0.44843 1.73628
H 1.41666 0.08974 3.80032
H 0.63320 -1.41739 3.25024
H -0.78117 0.69124 4.91312
H -2.97992 1.95143 4.52037
H -3.76980 2.19687 2.11918
H -2.38642 1.23731 0.28512
```

No. 3
A cluster of 2 separate species, C6H12N2O in total at a distorted geometry. Source: the OMol25 dataset; level of theory: the ωB97M-V functional and the def2-TZVPD basis.

Properties
* highest occupied orbital energy: -0.2927 Eh
* orbital gap: 0.3124 Ha
* SMILES: C=CC(N)=O.C/C=C\N
* energy relative to the best compared isomer or geometry (same formula, charge and spin): 278.56 kJ/mol
* electronic energy: -11441.7837 eV

Structure (XYZ):
```
21
C6H12N2O, DFT the ωB97M-V functional and the def2-TZVPD basis
C 1.22625 1.86867 0.54344
C 0.39265 0.98278 1.08828
C -1.04301 0.78774 0.48795
N -1.96249 0.55267 1.52545
O -1.37311 1.54011 -0.44551
H 2.19625 2.10018 0.95772
H 0.96918 2.33270 -0.39903
H 0.59369 0.56726 2.06935
H -1.64135 0.07945 2.35577
H -2.77404 1.15349 1.55209
C 1.74942 -1.12894 -0.86111
C 0.54736 -1.35585 -0.01581
C -0.74240 -1.12339 -0.48377
N -1.01137 -0.86238 -1.84487
H 1.79834 -1.90170 -1.63394
H 2.66130 -1.17705 -0.26940
H 1.65270 -0.16788 -1.37295
H 0.67860 -1.91462 0.90068
H -1.53744 -1.68919 -0.00814
H -0.41822 -0.11085 -2.18568
H -1.96231 -0.53320 -1.96054
```

No. 4
A cluster of 2 separate species, C11H12NO2 in total at a distorted geometry. Source: the OMol25 dataset; level of theory: the ωB97M-V functional and the def2-TZVPD basis.

Properties
* highest occupied orbital energy: -0.1426 Eh
* charge: -1
* orbital gap: 0.2734 Ha
* energy relative to the best compared isomer or geometry (same formula, charge and spin): 245.25 kJ/mol
* electronic energy: -17186.8292 eV

Structure (XYZ):
```
26
C11H12NO2, DFT the ωB97M-V functional and the def2-TZVPD basis
C 1.00596 2.82368 -2.41729
C 0.95065 0.24539 -1.68699
C -0.67584 0.32545 -0.07089
C 0.59303 1.60333 -1.59407
C -0.38960 1.62453 -0.59496
C -1.47907 0.02545 0.92890
C -2.27805 0.98784 1.46408
C -1.36485 2.57467 -0.20754
C -2.34023 2.13452 0.81452
N 0.25537 -0.49518 -0.76062
H 0.60623 -1.55069 -0.35304
H 1.66328 -0.21425 -2.28823
H -1.64982 -0.95966 1.30989
H 0.10537 3.41293 -2.80671
H 1.54599 2.45463 -3.21925
H -3.00290 0.94349 2.33548
H -1.79530 3.38517 -0.75940
H -3.31132 2.73219 1.10391
H 1.85272 3.43623 -2.04526
C 1.30818 -4.16154 1.92288
C 1.55890 -2.91224 0.93211
O 2.50261 -2.14203 1.17002
O 0.57028 -2.79206 0.14225
H 0.74317 -3.86060 2.85793
H 2.27516 -4.65387 2.19429
H 0.75011 -4.96737 1.62799
```

No. 5
A cluster of 2 separate species, C5H16N2O in total at a distorted geometry. Source: the OMol25 dataset; level of theory: the ωB97M-V functional and the def2-TZVPD basis.

Properties
* highest occupied orbital energy: -0.3267 Eh
* orbital gap: 0.3632 Ha
* SMILES: CNC[C@H](C)NC.O
* energy relative to the best compared isomer or geometry (same formula, charge and spin): 52.94 kJ/mol
* electronic energy: -10471.9731 eV

Structure (XYZ):
```
24
C5H16N2O, DFT the ωB97M-V functional and the def2-TZVPD basis
C 2.61622 -1.09953 0.15885
N 1.36028 -0.50948 -0.26354
C 0.60249 0.10256 0.80449
C -0.81861 0.40297 0.33793
C -1.54433 1.36109 1.26237
N -1.51489 -0.84416 0.09328
C -2.59952 -0.77616 -0.86921
H 2.55352 -1.59631 1.12798
H 3.40505 -0.34158 0.20570
H 2.92299 -1.86016 -0.56575
H 0.78899 -1.20717 -0.72947
H 0.51242 -0.57447 1.67714
H 1.08120 1.01168 1.18427
H -0.70478 0.86920 -0.64703
H -1.67453 0.91211 2.25326
H -2.57837 1.48406 0.90631
H -1.07927 2.34298 1.38851
H -1.84176 -1.27976 0.94760
H -2.24566 -0.38319 -1.83318
H -2.97119 -1.78302 -1.06173
H -3.42558 -0.11175 -0.58659
O 2.24554 1.55952 -2.19975
H 1.75239 1.04905 -1.53218
H 3.15740 1.27151 -2.05928
```

No. 6
A structure of composition C10H13N13O2PtS. Source: the OMol25 dataset; level of theory: the ωB97M-V functional and the def2-TZVPD basis.

Properties
* multiplicity: 5
* highest occupied orbital energy (spin up / spin down): -0.5477 / -0.5477 Eh
* charge: +2
* orbital gap (spin up / spin down): 0.3175 / 0.1477 Ha
* energy relative to the best compared isomer or geometry (same formula, charge and spin): 10.73 kJ/mol
* ⟨S²⟩: 6.033
* electronic energy: -48108.2044 eV

Structure (XYZ):
```
40
C10H13N13O2PtS, DFT the ωB97M-V functional and the def2-TZVPD basis
Pt -1.13652 0.54394 1.09062
N -1.39636 3.48918 3.09227
C -1.30315 2.31646 3.71146
N -1.32024 2.15270 5.06420
N -1.19772 0.88630 5.26813
N -1.11150 0.22600 4.10256
N -1.16286 1.10858 3.11796
C -1.41125 3.63777 1.71756
N -1.49491 4.79554 1.09781
N -1.53432 4.49312 -0.19847
N -1.46543 3.21309 -0.36235
N -1.37844 2.62544 0.83687
H -1.48557 4.33256 3.65963
O 1.07718 -5.13597 -2.51641
C 2.33998 -4.51844 -2.48536
N 2.19723 -3.44432 -1.52257
C 2.89048 -2.29299 -1.61036
O 3.74674 -2.04500 -2.42901
C 2.52428 -1.22133 -0.60380
C 3.53199 -0.42968 -0.06322
C 3.19638 0.61416 0.78275
C 1.86281 0.86517 1.03493
N 0.89196 0.11368 0.49197
C 1.21055 -0.91796 -0.31004
H 1.13461 -5.95168 -3.01922
H 2.62073 -4.07467 -3.44338
H 3.12020 -5.21645 -2.16450
H 1.60869 -3.64434 -0.73046
H 4.56217 -0.63236 -0.32748
H 3.95094 1.24601 1.22880
H 1.55465 1.68985 1.66505
H 0.39300 -1.47836 -0.74247
N -4.11890 -0.49823 -2.26211
C -3.19623 0.19688 -1.62517
N -2.83365 1.39591 -1.98695
S -2.46537 -0.69874 -0.27171
H -4.56662 -0.15008 -3.10057
H -4.41759 -1.40122 -1.92380
H -3.30613 1.85922 -2.75454
H -2.11183 1.95024 -1.50862
```